# 1
Molecular formula: C9H12ClNO3Si
Method: DFT, ωB97M-V with the def2-TZVPD basis set

The geometry in XYZ format:
```
27
Properties=species:S:1:pos:R:3:mulliken_charge:R:1
C 3.653 0.308 -0.326 -0.5740
C 3.089 -0.957 -0.301 -0.5959
C 2.845 1.424 -0.451 -0.6235
C 1.717 -1.106 -0.408 -0.4637
C 1.466 1.297 -0.559 0.1940
C 0.913 0.014 -0.540 0.7067
C -2.232 -2.437 -0.442 -1.0886
C -1.683 -0.373 2.332 -1.0367
C 0.567 2.486 -0.631 -0.5465
N -3.006 0.452 -0.519 0.8516
O -2.703 1.404 -1.218 -0.5649
O -4.149 0.199 -0.171 -0.6030
O -0.431 -0.101 -0.677 -0.0804
Si -1.708 -0.702 0.085 0.3342
Cl -0.012 2.870 1.026 -0.2081
H 4.722 0.424 -0.243 0.3864
H 3.717 -1.828 -0.196 0.3939
H 3.285 2.410 -0.462 0.3938
H 1.258 -2.082 -0.391 0.4072
H -2.398 -2.490 -1.518 0.3477
H -1.480 -3.179 -0.187 0.3580
H -3.158 -2.724 0.045 0.3280
H -1.174 0.563 2.510 0.2730
H -2.707 -0.335 2.671 0.3592
H -1.152 -1.199 2.783 0.3365
H -0.328 2.291 -1.222 0.2379
H 1.089 3.371 -0.991 0.4774
```

Results
HOMO level   -9.2 eV
Energy above the lowest of the compared OMol25 structures with the same formula, charge and spin   0.0 kJ/mol
Molecular weight   245.74 g/mol
Frontier orbital gap   9.47 eV
E_tot   -1380.27832 a.u.
Spin multiplicity   1
SMILES   C[Si](C)(Oc1ccccc1CCl)[N+](=O)[O-]


# 2
Molecular formula: C7H8
Method: DFT, ωB97M-V with the def2-TZVPD basis set

The geometry in XYZ format:
```
15
Properties=species:S:1:pos:R:3:mulliken_charge:R:1
C -0.190 -1.528 -0.106 -1.3278
C -0.444 -0.094 0.306 0.5097
C 0.278 0.976 -0.507 -0.8258
C 1.724 0.870 -0.409 -0.4369
C 2.916 0.753 -0.307 0.1057
C -1.937 0.139 -0.203 -0.6840
C -2.534 0.391 0.840 -0.2339
H -0.534 -1.670 -1.139 0.3244
H 0.873 -1.745 -0.045 0.3801
H -0.744 -2.234 0.527 0.3515
H -0.096 0.023 1.378 0.3438
H -0.045 0.869 -1.550 0.3209
H -0.046 1.977 -0.184 0.3540
H 3.974 0.666 -0.230 0.4107
H -3.194 0.608 1.628 0.4076
```

Results
HOMO level   -9.9 eV
Energy above the lowest of the compared OMol25 structures with the same formula, charge and spin   573.6 kJ/mol
Molecular weight   92.14 g/mol
Frontier orbital gap   10.37 eV
E_tot   -271.31299 a.u.
Spin multiplicity   1
SMILES   C#CC[C@H](C)C#C


# 3
Molecular formula: C18H53BIO8
Method: DFT, ωB97M-V with the def2-TZVPD basis set

The geometry in XYZ format:
```
81
Properties=species:S:1:pos:R:3:mulliken_charge:R:1
O -2.364 -1.919 4.210 -0.5300
C -2.255 -1.290 2.868 -0.2324
C -3.241 -2.000 1.736 -0.6909
C -2.476 -3.045 0.743 -0.0737
C -1.370 -2.405 -0.271 -0.7392
B -1.565 -0.825 -0.657 0.2942
I 0.456 -0.111 -1.302 -0.3207
H -1.879 -1.271 4.829 0.2975
H -2.558 -0.148 2.880 0.2472
H -1.126 -1.370 2.501 0.2166
H -4.018 -2.650 2.369 0.2813
H -3.914 -1.191 1.182 0.2605
H -3.259 -3.728 0.155 0.1797
H -1.887 -3.810 1.446 0.0783
H -0.269 -2.603 0.143 0.1317
H -1.476 -3.010 -1.296 0.1356
H -2.286 -0.619 -1.575 -0.2504
H -1.861 -0.112 0.227 -0.2280
C -0.358 2.484 -4.899 -0.9664
C -1.338 3.215 -4.004 0.0268
O -2.219 2.286 -3.389 -0.5161
H -0.891 1.918 -5.671 0.2590
H 0.325 3.186 -5.385 0.3403
H 0.229 1.762 -4.322 0.1911
H -1.938 3.919 -4.588 0.2885
H -0.814 3.773 -3.222 0.0922
H -1.677 1.670 -2.867 0.1739
C -1.192 7.825 -1.406 -0.8741
C -0.772 6.402 -1.102 -0.2459
O 0.007 5.887 -2.171 -0.4599
H -1.771 7.866 -2.334 0.0792
H -1.798 8.235 -0.593 0.3751
H -0.315 8.465 -1.549 0.3255
H -1.651 5.762 -0.981 0.2914
H -0.182 6.355 -0.182 0.2743
H 0.789 6.458 -2.265 0.2548
C -2.475 -7.553 2.953 -0.9547
C -3.293 -6.413 2.380 -0.2539
O -2.737 -5.993 1.143 -0.4591
H -1.436 -7.243 3.105 0.2729
H -2.888 -7.886 3.910 0.2798
H -2.457 -8.402 2.262 0.3020
H -3.290 -5.559 3.064 0.2590
H -4.330 -6.719 2.214 0.3014
H -2.752 -6.756 0.540 0.2520
C 5.616 1.405 -1.640 -0.9171
C 4.651 0.355 -2.152 -0.2425
O 3.344 0.901 -2.244 -0.3318
H 5.301 1.769 -0.657 0.1321
H 6.628 0.998 -1.559 0.3051
H 5.636 2.271 -2.309 0.4471
H 4.617 -0.499 -1.470 0.1967
H 4.951 -0.005 -3.141 0.2330
H 3.383 1.654 -2.859 0.1855
C 4.860 0.008 3.420 -1.0833
C 5.496 0.739 2.256 -0.1677
O 5.971 -0.195 1.298 -0.4976
H 5.582 -0.667 3.892 0.2600
H 4.493 0.714 4.170 0.3420
H 4.023 -0.610 3.078 0.3361
H 6.345 1.338 2.599 0.2983
H 4.777 1.406 1.771 0.2270
H 5.208 -0.716 0.993 0.2891
C -1.880 9.418 -4.947 -0.8519
C -1.463 10.699 -4.255 -0.3064
O -0.066 10.680 -4.000 -0.5113
H -1.631 8.548 -4.330 0.1257
H -2.955 9.414 -5.147 0.2873
H -1.344 9.298 -5.895 0.3676
H -1.983 10.803 -3.298 0.2799
H -1.696 11.572 -4.871 0.3148
H 0.387 10.596 -4.856 0.2963
C 0.520 -10.663 5.787 -1.0555
C -0.614 -10.505 4.795 -0.1567
O -0.170 -9.769 3.664 -0.4690
H 0.889 -9.683 6.109 0.2870
H 0.193 -11.224 6.667 0.3161
H 1.366 -11.186 5.329 0.3215
H -1.448 -9.962 5.250 0.2598
H -0.979 -11.480 4.459 0.2558
H 0.565 -10.264 3.263 0.2603
```

Results
HOMO level   -4.1 eV
Energy above the lowest of the compared OMol25 structures with the same formula, charge and spin   221.1 kJ/mol
Total charge   -1
Molecular weight   535.33 g/mol
Frontier orbital gap   6.30 eV
E_tot   -1641.96857 a.u.
Spin multiplicity   1


# 4
Molecular formula: C52H58N9OPSiSrTe
Method: DFT, ωB97M-V with the def2-TZVPD basis set

The geometry in XYZ format:
```
124
Properties=species:S:1:pos:R:3:mulliken_charge:R:1
Sr 0.549 -0.065 -0.735 1.1762
C 1.260 1.843 -4.714 -0.7698
C 0.640 3.085 -4.555 -0.5060
C 0.497 3.607 -3.293 -0.5198
C 0.949 2.868 -2.178 0.0036
N 1.443 1.625 -2.334 -0.1373
C 1.611 1.155 -3.575 -0.0422
N 1.003 3.528 -0.990 -0.2486
C 1.366 3.156 0.204 -0.5906
N 1.399 1.957 0.853 0.8882
C 1.944 2.179 2.106 -0.7235
N 2.059 1.447 3.147 -0.3206
C 1.647 0.229 3.600 0.3041
C 1.293 0.195 4.970 -0.8589
C 0.875 -0.980 5.545 -0.5959
C 0.871 -2.134 4.763 -0.6398
C 1.291 -2.027 3.454 -0.5669
N 1.657 -0.886 2.862 0.1519
C 2.325 3.614 2.243 0.0906
C 2.867 4.347 3.280 -0.2919
C 2.912 5.729 3.134 -0.5675
C 2.421 6.352 1.988 -0.6792
C 1.894 5.607 0.940 -0.1630
C 1.854 4.236 1.100 0.3015
H 1.435 1.422 -5.694 0.4711
H 0.279 3.632 -5.417 0.3948
H 0.073 4.585 -3.118 0.6469
H 2.047 0.165 -3.634 -0.0470
H 1.342 1.119 5.526 0.4985
H 0.579 -1.015 6.585 0.4166
H 0.557 -3.089 5.162 0.4797
H 1.340 -2.921 2.839 0.5054
H 3.239 3.856 4.170 0.5139
H 3.330 6.333 3.928 0.4081
H 2.455 7.432 1.916 0.4188
H 1.524 6.059 0.029 0.5296
C -2.570 1.252 4.542 -1.4375
C -3.678 1.636 3.574 0.4478
C -3.187 2.712 2.616 -1.4038
C -4.219 0.392 2.837 -0.0903
C -5.105 -0.439 3.784 -0.8489
O -4.381 -1.656 3.960 -0.4989
C -3.317 -1.617 3.116 0.7077
N -3.172 -0.561 2.422 0.0010
C -2.491 -2.839 3.167 -0.6012
C -2.793 -3.678 4.243 -0.9189
C -2.120 -4.866 4.445 -1.0735
C -1.136 -5.242 3.554 -0.8812
C -0.831 -4.437 2.472 -0.7659
C -1.475 -3.220 2.244 1.3884
P -1.059 -2.267 0.706 0.6445
C -2.560 -2.832 -0.198 0.7169
C -3.405 -1.867 -0.736 0.0887
C -4.560 -2.221 -1.414 -1.0763
C -4.881 -3.562 -1.571 -0.7581
C -4.063 -4.534 -1.012 -0.8627
C -2.920 -4.173 -0.316 -0.7609
C 0.317 -3.360 0.139 2.8722
C 0.293 -4.368 -0.824 -0.4198
C 1.443 -5.090 -1.110 -0.9968
C 2.621 -4.844 -0.420 -1.1649
C 2.661 -3.837 0.531 -0.3127
C 1.525 -3.082 0.782 -0.1902
H -2.162 2.142 5.022 0.5329
H -1.771 0.760 3.992 0.1130
H -2.921 0.571 5.321 0.3421
H -4.527 2.041 4.137 0.3328
H -3.973 2.984 1.908 0.3984
H -2.315 2.358 2.066 0.0101
H -2.898 3.615 3.158 0.5027
H -4.772 0.719 1.952 0.5987
H -6.085 -0.673 3.365 0.2777
H -5.232 0.034 4.758 0.4367
H -3.577 -3.374 4.922 0.5390
H -2.366 -5.492 5.292 0.3808
H -0.608 -6.177 3.695 0.4602
H -0.068 -4.775 1.784 0.3690
H -3.155 -0.825 -0.601 0.2949
H -5.208 -1.453 -1.818 0.5102
H -5.772 -3.845 -2.116 0.4035
H -4.324 -5.580 -1.115 0.4334
H -2.314 -4.944 0.144 0.4133
H -0.618 -4.588 -1.365 0.4963
H 1.411 -5.860 -1.871 0.4295
H 3.511 -5.422 -0.637 0.3880
H 3.579 -3.621 1.065 0.4971
H 1.569 -2.261 1.491 -0.3953
N 6.246 -0.863 0.410 -0.4423
C 5.218 -1.196 -0.421 0.2217
C 3.933 -0.649 -0.256 -0.6870
N 2.936 -1.003 -1.046 1.4253
C 3.174 -1.903 -2.002 -0.6042
C 4.437 -2.442 -2.153 -0.7389
N 5.459 -2.094 -1.376 -0.6943
H 6.152 -0.065 1.011 0.2131
H 7.168 -1.163 0.150 0.2622
H 3.717 0.071 0.528 0.0725
H 2.338 -2.183 -2.629 0.2339
H 4.651 -3.185 -2.912 0.4457
C -2.553 3.806 -1.946 -1.1940
Te -2.533 1.699 -1.520 0.6328
C -3.165 1.199 -3.501 -0.8854
H -2.333 3.927 -3.003 0.3778
H -1.784 4.294 -1.351 0.2462
H -3.527 4.232 -1.719 0.4881
H -4.094 1.714 -3.731 0.5703
H -3.316 0.123 -3.554 0.0498
H -2.391 1.482 -4.209 0.2526
C 1.358 -2.246 -5.090 -1.1356
Si -0.392 -2.043 -4.349 -0.2435
C -1.115 -3.798 -4.565 -1.1758
C -1.273 -0.904 -5.592 -0.9647
C -0.552 -1.445 -2.604 0.4104
H 1.257 -2.537 -6.139 0.4965
H 1.931 -3.035 -4.594 0.2815
H 1.958 -1.335 -5.067 0.3064
H -1.185 -4.108 -5.611 0.3621
H -2.113 -3.876 -4.125 0.2550
H -0.477 -4.524 -4.051 0.2527
H -1.017 -1.172 -6.620 0.3638
H -0.979 0.138 -5.444 0.1068
H -2.360 -0.956 -5.500 0.3504
H -1.533 -0.946 -2.565 -0.1678
H -0.692 -2.346 -1.998 -0.2442
```

Results
HOMO level   -6.8 eV
Energy above the lowest of the compared OMol25 structures with the same formula, charge and spin   36.6 kJ/mol
Molecular weight   1099.38 g/mol
Frontier orbital gap   6.76 eV
E_tot   -3514.01376 a.u.
Spin multiplicity   1


# 5
Molecular formula: ClH4N2PS
Method: DFT, ωB97M-V with the def2-TZVPD basis set

The geometry in XYZ format:
```
9
Properties=species:S:1:pos:R:3:mulliken_charge:R:1
N 0.069 0.096 -1.479 -0.5347
N -1.320 -0.006 1.092 -0.6573
P 0.714 -0.215 -0.003 0.6661
S 1.889 -1.752 0.246 -0.3345
Cl 1.750 1.494 0.258 -0.2034
H -0.202 1.073 -1.814 0.2798
H -0.694 -0.601 -1.704 0.2822
H -0.821 0.707 1.650 0.2503
H -1.385 -0.796 1.753 0.2515
```

Results
HOMO level   -9.2 eV
Energy above the lowest of the compared OMol25 structures with the same formula, charge and spin   216.2 kJ/mol
Molecular weight   130.54 g/mol
Frontier orbital gap   8.63 eV
E_tot   -1311.64138 a.u.
Spin multiplicity   1


# 6
Molecular formula: C3H11O3S
Method: DFT, ωB97M-V with the def2-TZVPD basis set

The geometry in XYZ format:
```
18
Properties=species:S:1:pos:R:3:mulliken_charge:R:1
C -0.271 1.206 -0.533 -0.4162
O 0.118 1.376 0.833 -0.9534
C -0.937 -0.226 -0.787 -0.6982
C 0.088 -1.392 -0.712 -0.7750
S -0.580 -3.211 -0.455 -0.2614
H 0.546 1.388 -1.199 0.3897
H -1.069 1.877 -0.831 0.1911
H -1.678 -0.281 0.107 0.2902
H -1.409 -0.350 -1.754 0.3925
H 0.741 -1.282 0.178 0.3939
H 0.756 -1.297 -1.604 0.3702
H -2.394 -1.909 -0.005 0.1563
H 2.968 1.780 -0.098 0.2456
H 1.491 2.054 0.515 0.4459
O 2.439 2.501 0.268 -0.7650
H -0.415 -1.496 1.797 0.3078
H -0.126 -0.019 1.878 0.3651
O -0.269 -0.721 2.402 -0.6789
```

Results
HOMO level   -4.3 eV
Energy above the lowest of the compared OMol25 structures with the same formula, charge and spin   410.4 kJ/mol
Total charge   -1
Molecular weight   127.18 g/mol
Frontier orbital gap   5.54 eV
E_tot   -744.68632 a.u.
Spin multiplicity   1